# 1
Below is a structure of composition C42H57IN5OSiTi, with properties calculated with ωB97M-V/def2-TZVPD.

- highest occupied orbital energy (alpha / beta) (eV) = -6.44 / -6.36
- energy relative to the best compared isomer or geometry (same formula, charge and spin) (kJ/mol) = 177.14
- lowest unoccupied orbital energy (alpha / beta) (eV) = -0.6036 / -0.6045
- orbital gap (alpha / beta) (hartree) = 0.21437 / 0.21134
- <S²> = 0.755

```
! wB97M-V def2-TZVPD RIJCOSX def2/J DEFGRID3
* xyz 0 2
Ti -0.075 0.760 0.567
I -0.059 1.517 3.751
C 2.047 1.776 3.462
C 2.777 2.094 4.573
C 4.140 2.383 4.442
C 4.711 2.396 3.202
C 3.972 2.051 2.052
C 4.573 2.073 0.780
C 3.877 1.650 -0.318
C 2.571 1.167 -0.169
C 1.887 1.172 1.038
C 2.597 1.666 2.168
H 2.309 2.131 5.544
H 4.716 2.616 5.324
H 5.751 2.661 3.076
H 5.600 2.396 0.697
H 4.344 1.649 -1.293
H 2.094 0.719 -1.039
C 2.035 2.111 -4.860
C 1.833 1.041 -3.785
C 0.473 0.405 -3.918
C 0.242 -0.377 -5.043
C -1.005 -0.898 -5.310
C -2.061 -0.598 -4.468
C -1.865 0.148 -3.319
C -3.012 0.553 -2.430
C -4.278 -0.287 -2.558
C -0.571 0.602 -3.003
N -0.342 1.280 -1.781
C -0.128 2.557 -1.878
C 0.140 3.393 -0.782
C 0.349 4.789 -0.786
C 0.505 5.159 0.537
C 0.385 3.988 1.286
N 0.163 2.927 0.511
H 3.024 2.554 -4.769
H 1.296 2.903 -4.755
H 1.934 1.683 -5.854
H 1.956 1.514 -2.812
H 2.605 0.274 -3.895
H 1.056 -0.563 -5.730
H -1.167 -1.512 -6.184
H -3.048 -0.950 -4.723
H -3.256 1.600 -2.643
H -2.668 0.522 -1.392
H -4.724 -0.180 -3.544
H -5.012 0.043 -1.822
H -4.063 -1.339 -2.384
H -0.185 3.048 -2.858
H 0.394 5.422 -1.653
H 0.686 6.141 0.931
H 0.450 3.926 2.359
C -0.280 -4.470 -0.696
C -0.127 -2.950 -0.779
C -1.454 -2.365 -1.268
C 0.899 -2.655 -1.874
Si 0.420 -1.976 0.914
C -0.711 -2.843 2.393
C -2.170 -2.976 1.943
C -0.750 -1.909 3.603
C -0.266 -4.218 2.900
C 2.347 -2.489 1.309
C 3.352 -1.753 0.409
C 2.695 -2.072 2.741
C 2.648 -3.983 1.153
H -0.529 -4.870 -1.682
H -1.077 -4.764 -0.019
H 0.636 -4.949 -0.369
H -1.618 -2.617 -2.316
H -1.428 -1.278 -1.183
H -2.298 -2.738 -0.697
H 1.032 -1.579 -1.998
H 0.557 -3.060 -2.828
H 1.859 -3.110 -1.647
H -2.493 -2.073 1.429
H -2.812 -3.129 2.814
H -2.311 -3.827 1.284
H -1.319 -1.021 3.344
H 0.239 -1.608 3.935
H -1.253 -2.392 4.442
H -0.190 -4.942 2.095
H -1.001 -4.593 3.615
H 0.689 -4.162 3.416
H 3.570 -0.769 0.810
H 3.004 -1.637 -0.612
H 4.293 -2.303 0.379
H 2.465 -1.018 2.899
H 3.761 -2.212 2.920
H 2.154 -2.658 3.476
H 2.629 -4.271 0.105
H 1.951 -4.607 1.695
H 3.650 -4.195 1.532
C -4.134 0.187 2.689
N -3.932 1.169 1.651
C -4.944 2.025 1.269
C -4.700 3.022 0.366
C -3.396 3.159 -0.132
N -2.444 2.252 0.187
C -2.698 1.278 1.026
O -1.816 0.407 1.290
N -3.037 4.146 -1.002
H -5.113 0.340 3.137
H -3.364 0.294 3.457
H -4.077 -0.825 2.281
H -5.910 1.859 1.720
H -5.483 3.696 0.061
H -3.645 4.945 -1.064
H -2.044 4.329 -1.063
*
```

=====

# 2
Below is a structure of composition C42H57MnN5O, with properties calculated with ωB97M-V/def2-TZVPD.

- highest occupied orbital energy (alpha / beta) (eV) = -9.25 / -9.20
- energy relative to the best compared isomer or geometry (same formula, charge and spin) (kJ/mol) = 37.40
- lowest unoccupied orbital energy (alpha / beta) (eV) = -3.4624 / -3.6567
- orbital gap (alpha / beta) (hartree) = 0.21261 / 0.20369
- <S²> = 6.060

```
! wB97M-V def2-TZVPD RIJCOSX def2/J DEFGRID3
* xyz 1 5
Mn 0.024 0.338 -0.233
C 1.725 -0.215 5.661
C 0.899 -1.361 5.070
C 0.125 -0.911 3.878
C -1.191 -0.543 3.792
C -2.221 -0.482 4.870
C -3.096 -1.736 4.921
C -1.419 -0.162 2.421
N -0.251 -0.225 1.703
C 0.696 -0.705 2.571
C 2.022 -0.933 2.237
C 2.623 -0.476 1.076
C 4.027 -0.574 0.789
C 5.035 -1.348 1.567
C 5.218 -2.747 0.969
C 4.249 0.185 -0.326
C 2.985 0.774 -0.683
C 2.811 1.842 -1.549
C 1.578 2.401 -1.849
N 0.381 1.764 -1.627
C -0.555 2.496 -2.304
C -1.907 2.185 -2.351
C -2.529 1.394 -1.403
N -1.893 0.874 -0.303
C -2.883 0.568 0.588
C -2.658 0.142 1.887
C -4.183 0.822 0.011
C -3.959 1.286 -1.256
C -4.946 1.612 -2.323
C -4.854 0.612 -3.479
C -5.494 0.673 0.710
C -6.172 -0.680 0.469
C 0.034 3.674 -2.879
C 1.359 3.649 -2.533
C 2.368 4.736 -2.684
C 3.095 4.674 -4.027
C -0.737 4.750 -3.563
C -1.557 5.560 -2.555
N 1.994 0.293 0.134
C 5.544 0.403 -1.028
C 6.332 1.569 -0.421
H 2.293 -0.567 6.518
H 1.074 0.594 5.981
H 2.415 0.185 4.923
H 0.216 -1.732 5.834
H 1.566 -2.181 4.789
H -2.853 0.393 4.708
H -1.721 -0.352 5.831
H -3.669 -1.843 4.004
H -3.788 -1.670 5.755
H -2.484 -2.624 5.044
H 2.661 -1.403 2.968
H 4.729 -1.430 2.610
H 5.987 -0.819 1.542
H 4.322 -3.345 1.110
H 6.049 -3.263 1.445
H 5.413 -2.673 -0.100
H 3.696 2.275 -1.989
H -2.521 2.688 -3.083
H -3.516 0.034 2.531
H -4.769 2.622 -2.703
H -5.953 1.583 -1.908
H -3.855 0.610 -3.909
H -5.563 0.874 -4.258
H -5.080 -0.394 -3.132
H -6.158 1.472 0.366
H -5.345 0.808 1.783
H -6.406 -0.815 -0.583
H -7.101 -0.723 1.033
H -5.531 -1.499 0.790
H 3.090 4.676 -1.867
H 1.855 5.696 -2.600
H 3.598 3.718 -4.148
H 3.831 5.470 -4.088
H 2.387 4.790 -4.843
H -1.412 4.308 -4.299
H -0.050 5.413 -4.089
H -2.295 4.931 -2.062
H -2.071 6.373 -3.062
H -0.907 5.982 -1.793
H 5.357 0.586 -2.087
H 6.144 -0.504 -0.950
H 5.723 2.466 -0.365
H 7.207 1.776 -1.032
H 6.668 1.329 0.586
C -0.392 -4.748 0.373
C 0.692 -4.287 -0.617
C 2.080 -4.556 -0.023
C 0.522 -4.991 -1.973
C 0.536 -2.865 -0.807
N 0.389 -1.733 -0.944
H -0.296 -5.819 0.541
H -1.385 -4.551 -0.024
H -0.291 -4.241 1.331
H 2.208 -5.626 0.122
H 2.178 -4.061 0.940
H 2.862 -4.201 -0.688
H 0.467 -6.068 -1.821
H 1.362 -4.776 -2.630
H -0.391 -4.660 -2.461
C -2.824 -2.334 -1.122
O -2.027 -1.469 -1.898
H -2.813 -3.355 -1.517
H -3.860 -1.996 -1.062
H -2.403 -2.331 -0.119
H -2.469 -1.326 -2.744
*
```